No. 1
Entry from OMol25: C27H46BrMnNOP2 as an isolated structure (wB97M-V/def2-TZVPD).

Energy relative to the best compared isomer or geometry (same formula, charge and spin): 130.2 kJ/mol
Charge: +2
⟨S²⟩: 8.792
Kohn-Sham gap (spin up / spin down): 6.83 / 5.23 eV
E_HOMO (spin up / spin down): -13.88 / -13.81 eV
2S+1: 6
Calculated total energy: -5593.43826 a.u.

Geometry as XYZ:
```
79
Properties=species:S:1:pos:R:3:forces:R:3
N 2.925 -0.519 -5.091 0.186 -0.495 -0.320
C 2.109 -1.556 -4.882 -0.564 0.336 1.036
C 1.189 -1.555 -3.817 0.236 0.468 0.029
C 1.089 -0.401 -3.013 0.505 0.333 -0.130
C 1.892 0.720 -3.299 0.595 -0.541 -0.755
C 2.853 0.573 -4.337 -1.041 0.117 0.964
C -0.058 -0.324 -2.095 -1.222 3.074 -2.240
Mn -0.336 -0.050 -0.089 2.073 -2.082 2.039
P -1.611 0.392 1.789 -2.915 0.039 0.290
C -0.688 0.975 -1.815 0.005 -1.834 -3.393
C -2.137 1.169 -2.045 0.643 -0.053 0.654
C -2.680 2.440 -1.739 -0.641 -0.348 -0.256
C -4.060 2.565 -1.607 0.505 -0.192 0.266
C -4.849 1.420 -1.744 0.085 -0.040 -0.665
C -4.354 0.230 -2.284 0.859 -0.007 0.014
C -2.979 0.094 -2.430 -0.083 0.539 0.089
Br -6.642 1.471 -1.319 -0.805 0.231 0.063
H -0.705 -1.205 -2.208 -0.143 0.342 0.352
H -0.082 1.898 -1.759 -0.146 -0.655 -0.220
H 0.477 -2.371 -3.656 0.438 0.122 -0.144
H 1.741 1.685 -2.791 0.305 -0.594 -0.271
H 2.142 -2.431 -5.536 0.277 0.464 0.011
H 3.550 1.383 -4.568 -0.257 -0.261 0.005
H -2.038 3.324 -1.637 -0.180 -0.432 0.126
H -2.557 -0.835 -2.822 -0.228 0.356 0.149
H -4.514 3.509 -1.317 0.053 -0.152 -0.124
H -5.012 -0.591 -2.551 -0.026 0.184 0.118
P 2.208 0.299 0.699 -0.068 0.656 0.307
C -3.218 0.026 0.978 -0.289 0.191 -0.201
C -4.414 0.790 1.561 -0.188 -0.070 0.023
H -3.383 -1.070 1.013 0.117 0.528 -0.041
H -3.078 0.333 -0.077 -0.407 -0.390 0.659
H -5.326 0.490 1.018 0.345 0.164 0.400
H -4.541 0.591 2.639 -0.001 0.080 -0.461
H -4.282 1.875 1.413 -0.104 -0.388 0.114
C -1.102 2.062 1.219 1.128 0.394 0.355
C -1.562 3.268 2.024 -0.111 0.186 0.228
H -1.465 2.158 0.182 0.084 -0.153 0.511
H -0.002 2.032 1.209 -0.365 0.302 -0.105
H -1.140 4.173 1.566 -0.075 -0.161 0.133
H -2.652 3.361 2.003 0.225 -0.022 0.134
H -1.214 3.199 3.060 -0.160 0.093 -0.194
C -0.870 -1.208 2.268 1.092 0.390 0.313
C -1.169 -1.764 3.646 -0.287 0.212 0.493
H 0.214 -1.004 2.175 -0.479 -0.619 -0.082
H -1.223 -1.892 1.481 0.237 0.347 0.294
H -0.477 -2.575 3.909 -0.159 0.172 -0.121
H -1.069 -0.970 4.388 -0.023 -0.208 0.075
H -2.187 -2.159 3.689 0.100 0.082 0.079
C 2.745 -0.874 2.026 -0.376 -0.006 0.079
C 3.994 -0.496 2.806 0.259 -0.084 0.216
H 2.859 -1.876 1.585 -0.073 0.328 -0.068
H 1.910 -0.979 2.733 0.245 0.119 -0.081
H 4.913 -0.572 2.218 -0.162 0.005 -0.007
H 3.940 0.512 3.224 -0.016 -0.139 0.002
H 4.083 -1.197 3.642 0.146 0.159 -0.068
C 2.340 2.014 1.444 0.064 -0.981 0.471
C 2.032 3.172 0.492 0.175 0.147 0.064
H 3.367 2.073 1.843 -0.398 0.231 -0.160
H 1.671 2.013 2.324 0.261 0.155 -0.236
H 2.872 3.378 -0.185 -0.268 -0.091 0.183
H 1.129 3.011 -0.119 0.304 0.034 0.130
H 1.863 4.068 1.102 0.051 -0.079 -0.306
C 3.659 0.364 -0.391 0.476 0.142 -0.273
C 4.026 -0.969 -1.022 0.261 -0.247 -0.371
H 4.491 0.717 0.240 -0.274 0.005 -0.141
H 3.481 1.134 -1.157 0.104 -0.221 0.232
H 3.409 -1.176 -1.891 -0.267 -0.140 0.013
H 5.052 -0.983 -1.411 -0.144 0.154 0.292
H 3.931 -1.791 -0.309 0.089 -0.005 -0.115
C -0.670 -4.645 1.020 -0.132 -0.304 -0.134
C 0.391 -3.584 1.089 0.399 0.133 0.184
O 0.229 -2.604 0.023 0.451 0.073 -0.708
H -1.663 -4.219 0.880 -0.060 0.178 0.105
H -0.688 -5.236 1.940 0.089 -0.028 -0.136
H -0.501 -5.310 0.170 0.025 -0.054 0.134
H 0.337 -3.009 2.019 0.179 -0.482 -0.321
H 1.402 -4.004 1.032 -0.200 0.036 -0.043
H 0.681 -2.955 -0.769 -0.337 0.260 0.462
```
Positions in Å, forces in eV/Å.

No. 2
Entry from OMol25: a 3-piece molecular cluster, C2H10N2O2 overall (wB97M-V/def2-TZVPD).

Energy relative to the best compared isomer or geometry (same formula, charge and spin): 46.1 kJ/mol
Charge: 0
Kohn-Sham gap: 9.69 eV
E_HOMO: -8.75 eV
Calculated total energy: -342.17630 a.u.

Geometry as XYZ:
```
16
Properties=species:S:1:pos:R:3:forces:R:3
H 0.762 1.414 -1.940 0.112 -0.119 -0.160
N 0.640 0.992 -1.031 -0.691 -0.171 0.624
C 0.566 -0.290 -1.102 1.342 0.332 -0.750
N 0.392 -1.103 -0.053 -0.328 0.257 0.357
C 0.533 -2.530 -0.117 1.583 -0.490 -0.156
H 0.837 -0.822 -2.028 -0.404 -0.006 0.108
H 0.048 -0.665 0.794 -0.083 -0.180 -0.218
H -0.163 -3.054 -0.779 -0.353 0.104 0.457
H 0.604 -2.924 0.898 -0.767 -0.072 -0.126
H 1.539 -2.809 -0.489 -0.287 0.300 -0.170
O -0.343 3.259 1.118 -0.581 -0.441 0.933
H -0.154 4.031 0.586 0.321 -0.268 -0.394
H 0.125 2.471 0.810 0.361 0.499 -0.775
O -1.611 0.335 1.300 -0.089 1.065 0.286
H -1.430 1.290 1.337 0.436 -0.109 0.476
H -2.345 0.405 0.695 -0.572 -0.700 -0.490
```
Positions in Å, forces in eV/Å.

No. 3
Entry from OMol25: C37H41As2F2N3PRuS as an isolated structure (wB97M-V/def2-TZVPD).

Energy relative to the best compared isomer or geometry (same formula, charge and spin): 143.1 kJ/mol
Charge: +2
⟨S²⟩: 0.762
Kohn-Sham gap (spin up / spin down): 7.68 / 6.73 eV
E_HOMO (spin up / spin down): -13.30 / -13.43 eV
2S+1: 2
Calculated total energy: -7104.07844 a.u.

Geometry as XYZ:
```
88
Properties=species:S:1:pos:R:3:forces:R:3
Ru 0.155 -0.633 0.533 0.608 -0.089 -0.745
C 2.980 -1.737 2.604 0.044 0.033 0.022
As 1.985 -0.163 2.080 -0.143 0.131 0.012
C 3.324 1.145 1.602 -0.008 -0.004 -0.063
C 1.316 0.512 3.752 0.089 0.022 0.112
C 2.097 0.569 4.903 -0.046 0.056 -0.041
C 1.536 1.021 6.087 0.048 -0.019 0.013
C 0.204 1.412 6.124 -0.053 0.010 -0.009
C -0.576 1.352 4.978 0.082 -0.069 -0.052
C -0.016 0.890 3.790 -0.002 -0.002 0.248
As -1.020 0.829 2.148 -0.274 -0.402 -0.173
C -2.799 0.213 2.601 -0.053 0.071 -0.025
C -1.351 2.742 2.060 0.137 0.038 0.103
H 3.901 -1.439 3.103 -0.015 0.031 0.006
H 3.217 -2.318 1.721 0.042 -0.054 -0.039
H 2.371 -2.330 3.280 -0.015 -0.020 0.015
H 3.992 1.306 2.446 0.021 -0.035 0.018
H 2.811 2.077 1.373 0.091 0.014 0.028
H 3.890 0.801 0.736 -0.047 0.017 0.026
H 3.135 0.255 4.885 0.003 0.013 0.006
H 2.136 1.064 6.986 -0.004 0.001 0.003
H -0.232 1.757 7.051 0.001 0.004 0.002
H -1.615 1.654 5.024 -0.030 -0.002 0.014
H -3.197 0.841 3.396 -0.039 0.025 0.002
H -2.775 -0.822 2.927 0.023 -0.026 -0.014
H -3.427 0.315 1.713 0.066 -0.008 0.150
H -1.886 2.966 2.984 0.014 -0.018 -0.012
H -1.962 3.026 1.217 -0.078 0.074 -0.118
H -0.412 3.294 2.080 -0.068 -0.045 -0.044
F -0.867 -3.284 5.184 0.013 -0.006 0.079
C -1.141 -3.167 3.886 0.113 0.124 -0.087
C -0.458 -2.215 3.147 0.024 -0.149 -0.028
C -0.696 -2.070 1.783 0.258 0.276 0.144
C -1.653 -2.912 1.175 -0.131 -0.016 0.341
C -2.332 -3.829 1.978 0.001 0.055 -0.020
F -3.268 -4.630 1.453 0.004 -0.003 -0.065
C -2.098 -3.978 3.328 -0.151 -0.153 0.038
C -1.801 -2.822 -0.270 -0.010 0.006 -0.396
C -2.655 -3.582 -1.066 0.025 -0.048 -0.089
C -2.555 -3.500 -2.444 -0.189 -0.153 0.082
C -1.600 -2.684 -3.014 0.213 0.188 -0.066
C -0.820 -1.922 -2.170 -0.019 -0.048 0.032
N -0.939 -1.949 -0.843 -0.304 0.286 0.211
H 0.247 -1.608 3.689 -0.002 0.003 0.031
H -2.644 -4.711 3.906 0.010 0.008 0.005
H -3.372 -4.251 -0.626 0.015 0.001 0.058
H -3.211 -4.099 -3.063 0.000 0.005 -0.002
H -1.462 -2.623 -4.084 0.007 0.002 -0.004
H -0.057 -1.261 -2.548 -0.089 -0.045 -0.009
S 2.281 -1.509 -0.717 -0.093 -0.088 0.586
C 3.124 -1.196 -2.163 -0.168 0.024 -0.282
N 2.645 -0.903 -3.366 0.081 -0.185 -0.027
C 3.705 -0.728 -4.361 0.063 0.025 0.003
C 4.942 -1.256 -3.611 0.017 -0.058 -0.017
N 4.450 -1.328 -2.232 0.006 0.019 0.007
H 1.694 -0.620 -3.524 0.029 -0.004 0.022
H 3.809 0.324 -4.632 -0.013 -0.050 0.040
H 3.489 -1.302 -5.258 -0.004 0.018 -0.024
H 5.790 -0.580 -3.681 0.018 -0.007 -0.017
H 5.245 -2.242 -3.965 -0.022 0.003 0.036
H 4.976 -1.720 -1.469 -0.010 0.014 0.020
C 0.903 2.749 -0.672 0.160 -0.034 -0.007
P -0.157 1.317 -1.039 -0.210 -0.045 0.116
C 0.077 1.218 -2.861 0.158 0.159 -0.035
C -0.954 0.816 -3.714 0.023 0.027 -0.009
C -0.783 0.838 -5.090 -0.023 -0.034 -0.009
C 0.412 1.282 -5.643 0.012 0.003 0.016
C 1.434 1.706 -4.810 -0.042 0.068 0.048
C 1.271 1.669 -3.429 -0.103 0.125 -0.093
C -1.869 1.936 -0.996 -0.023 -0.281 -0.169
C -2.191 3.264 -1.266 0.019 0.023 -0.074
C -3.518 3.664 -1.311 0.103 0.033 -0.010
C -4.534 2.738 -1.113 -0.034 -0.046 0.018
C -4.222 1.410 -0.865 -0.030 -0.004 0.010
C -2.894 1.008 -0.803 0.038 0.166 -0.008
H 0.868 3.488 -1.470 -0.019 0.017 0.061
H 1.925 2.383 -0.565 -0.014 0.092 -0.075
H 0.617 3.213 0.265 -0.070 -0.001 0.104
H -1.907 0.502 -3.313 -0.036 -0.010 0.059
H -1.598 0.534 -5.733 0.009 -0.001 0.004
H 0.534 1.319 -6.718 -0.011 -0.001 -0.003
H 2.357 2.085 -5.230 -0.030 0.024 -0.006
H 2.083 2.014 -2.804 0.043 -0.015 0.018
H -1.411 3.996 -1.437 -0.008 0.008 -0.006
H -3.760 4.700 -1.510 0.004 0.001 0.001
H -5.567 3.054 -1.157 0.001 -0.005 0.004
H -5.013 0.685 -0.720 0.001 -0.003 0.000
H -2.652 -0.029 -0.603 -0.005 -0.052 -0.005
```
Positions in Å, forces in eV/Å.

No. 4
Entry from OMol25: a single C4H7NO3S molecule (wB97M-V/def2-TZVPD).

Energy relative to the best compared isomer or geometry (same formula, charge and spin): 360.9 kJ/mol
Charge: 0
Kohn-Sham gap: 9.72 eV
E_HOMO: -8.98 eV
Calculated total energy: -835.12508 a.u.

Geometry as XYZ:
```
16
Properties=species:S:1:pos:R:3:forces:R:3
C 2.479 -1.368 -0.507 0.120 1.859 -0.117
S 2.004 0.194 0.218 0.274 1.108 1.806
O 2.454 1.264 -0.653 -0.155 -1.050 0.440
O 2.446 0.127 1.600 -0.191 0.173 -0.816
C 0.226 0.425 0.338 -0.998 -0.542 0.425
C -0.591 1.489 0.365 1.065 2.404 -0.302
C -1.980 0.959 0.562 -1.397 1.587 -0.914
N -1.757 -0.366 1.034 -2.078 -1.426 3.448
O -0.467 -0.771 0.659 1.108 1.048 -0.466
H 3.533 -1.331 -0.366 1.066 0.332 0.253
H 2.194 -2.307 -0.132 -1.257 -0.777 0.528
H 2.330 -1.122 -1.516 -0.462 -0.671 -1.692
H -0.442 2.648 0.237 0.278 -2.850 0.056
H -2.730 1.599 1.180 1.600 -1.292 -0.638
H -2.449 0.914 -0.458 0.158 0.044 0.594
H -1.850 -0.393 2.129 0.869 0.053 -2.605
```
Positions in Å, forces in eV/Å.